# 1
Computed, not measured: a cluster of 4 separate species, C15H33BFN2O10 in total at a distorted geometry, with wB97M-V/def2-TZVPD.

Cartesian coordinates (Å):
C (-4.512, -1.268, 0.749)
C (-3.751, -2.461, 0.274)
O (-4.201, -3.580, 0.209)
O (-2.403, -2.258, -0.060)
C (-2.266, -1.690, -1.287)
O (-3.256, -1.483, -1.960)
C (-0.893, -1.393, -1.830)
C (-0.223, -0.049, -1.379)
B (0.358, -0.153, 0.111)
O (1.332, 0.751, 0.485)
N (-0.016, -1.215, 1.086)
C (-0.853, -0.670, 2.149)
C (1.170, -1.771, 1.743)
C (-1.361, 0.970, -1.190)
O (-2.108, 1.279, -2.133)
O (-1.422, 1.400, -0.008)
N (0.876, 0.399, -2.261)
C (0.769, 1.743, -2.783)
C (1.080, 2.844, -1.776)
O (1.493, 4.009, -2.533)
C (1.471, -0.566, -3.133)
C (2.261, -1.640, -2.399)
F (3.446, -1.887, -3.100)
H (-5.022, -0.812, -0.089)
H (-5.182, -1.573, 1.541)
H (-3.796, -0.548, 1.133)
H (-1.059, -1.337, -2.897)
H (-0.239, -2.246, -1.666)
H (1.228, 0.981, 1.410)
H (-0.421, 0.212, 2.641)
H (-1.811, -0.384, 1.743)
H (-1.041, -1.421, 2.917)
H (1.612, -1.095, 2.476)
H (0.855, -2.646, 2.312)
H (1.927, -2.106, 1.039)
H (-0.167, 1.954, -3.304)
H (1.536, 1.876, -3.544)
H (0.200, 3.126, -1.210)
H (1.928, 2.583, -1.164)
H (0.740, 4.305, -3.047)
H (2.214, -0.093, -3.765)
H (0.786, -1.045, -3.844)
H (2.563, -1.298, -1.415)
H (1.741, -2.590, -2.355)
C (-7.283, -1.727, 4.296)
O (-6.502, -1.085, 3.295)
H (-6.824, -2.688, 4.511)
H (-7.307, -1.129, 5.211)
H (-8.305, -1.891, 3.944)
H (-6.910, -0.236, 3.107)
C (4.593, 4.660, -2.624)
O (5.811, 5.013, -1.955)
H (3.795, 4.628, -1.892)
H (4.346, 5.405, -3.384)
H (4.686, 3.676, -3.090)
H (6.506, 5.036, -2.615)
C (4.904, -1.182, 3.637)
O (3.594, -0.881, 4.103)
H (4.906, -1.070, 2.556)
H (5.637, -0.493, 4.067)
H (5.180, -2.210, 3.890)
H (3.592, -0.980, 5.057)

Computed properties:
LUMO level   2.42 eV
Gap between HOMO and LUMO   6.99 eV
Largest force on an atom   1.69 eV/A
Charge   -1

Partial atomic charges computed with the Mulliken method, in multiples of e: -0.738 0.734 -0.635 -0.260 -0.204 -0.614 -0.853 1.321 0.715 -0.473 -0.053 -1.071 -1.188 -0.309 -0.805 -0.743 0.667 -0.881 -0.230 -0.556 -0.686 0.063 -0.400 0.293 0.214 0.352 0.486 0.216 0.295 0.310 0.121 0.365 0.437 0.365 0.273 0.359 0.430 0.173 0.236 0.314 0.574 0.245 -0.038 0.203 -0.547 -0.450 0.224 0.236 0.255 0.257 -0.337 -0.534 0.088 0.248 0.241 0.282 -0.542 -0.456 0.210 0.271 0.264 0.266

# 2
Computed, not measured: a structure of composition C15H33Br6Cl3O8P2 at a distorted geometry, with wB97M-V/def2-TZVPD.

Cartesian coordinates (Å):
C (1.358, -2.197, -3.838)
Br (2.810, -1.087, -3.165)
Br (1.110, -3.959, -2.973)
Br (1.698, -2.339, -5.677)
H (0.514, -1.543, -3.620)
C (-3.558, -2.754, 3.108)
Br (-1.617, -2.584, 3.354)
Br (-4.003, -1.797, 1.382)
Br (-4.431, -1.728, 4.572)
H (-3.775, -3.822, 3.078)
C (4.397, 2.675, 6.474)
C (5.072, 2.483, 5.053)
O (4.224, 1.563, 4.259)
P (4.126, -0.022, 4.709)
O (5.333, -0.554, 5.415)
O (2.762, -0.078, 5.599)
C (2.682, -1.221, 6.409)
C (2.021, -2.359, 5.652)
O (3.726, -0.797, 3.359)
C (2.469, -0.501, 2.749)
C (2.802, 0.256, 1.373)
H (3.456, 3.214, 6.365)
H (4.199, 1.739, 6.996)
H (4.978, 3.206, 7.228)
H (5.234, 3.464, 4.606)
H (6.008, 1.938, 5.170)
H (3.594, -1.635, 6.840)
H (1.890, -1.150, 7.154)
H (1.413, -2.979, 6.311)
H (1.274, -2.187, 4.877)
H (2.648, -2.988, 5.020)
H (1.895, -1.416, 2.604)
H (1.884, 0.163, 3.385)
H (1.897, 0.543, 0.838)
H (3.493, 1.082, 1.546)
H (3.463, -0.365, 0.769)
C (-0.063, 0.990, -6.401)
C (-1.011, 1.412, -5.330)
O (-1.572, 0.235, -4.771)
P (-2.879, 0.404, -3.866)
O (-3.339, -0.889, -3.223)
O (-2.522, 1.680, -2.886)
C (-3.594, 2.102, -2.043)
C (-3.454, 1.460, -0.620)
O (-3.952, 0.882, -5.001)
C (-4.536, -0.100, -5.820)
C (-4.402, 0.317, -7.296)
H (-0.389, 0.537, -7.337)
H (0.525, 1.771, -6.883)
H (0.711, 0.311, -6.043)
H (-0.449, 1.944, -4.561)
H (-1.798, 2.010, -5.788)
H (-3.569, 3.189, -1.969)
H (-4.515, 1.790, -2.536)
H (-2.661, 2.070, -0.187)
H (-4.308, 1.764, -0.015)
H (-3.321, 0.382, -0.528)
H (-4.236, -1.136, -5.659)
H (-5.599, -0.008, -5.597)
H (-5.199, -0.078, -7.927)
H (-4.535, 1.387, -7.457)
H (-3.424, 0.103, -7.726)
C (-0.729, -1.008, 0.076)
Cl (-0.719, 0.337, 1.285)
Cl (0.434, -2.241, 0.663)
Cl (-0.218, -0.440, -1.501)
H (-1.723, -1.442, -0.034)

Computed properties:
LUMO level (spin up / spin down)   1.72 / 1.72 eV
Expectation value of S²   0.754
Spin multiplicity   2
Gap between HOMO and LUMO (spin up / spin down)   2.90 / 7.36 eV
Largest force on an atom   3.41 eV/A
Charge   -1

Partial atomic charges computed with the Mulliken method, in multiples of e: 0.761 -0.036 -0.060 -0.084 -0.614 -0.183 -0.280 -0.369 -0.321 0.290 -0.964 -0.327 -0.311 0.953 -0.807 -0.216 -0.208 -1.203 -0.374 0.016 -1.079 0.268 0.252 0.387 0.320 0.303 0.314 0.360 0.405 0.163 0.360 0.100 0.412 0.212 0.310 0.309 -1.180 -0.006 0.029 0.835 -0.781 -0.297 -0.429 -0.561 -0.374 -0.203 -1.177 0.298 0.427 0.077 0.191 0.361 0.383 0.319 0.250 0.418 -0.159 0.313 0.313 0.402 0.303 0.253 -0.028 -0.084 -0.104 0.012 0.139

# 3
Computed, not measured: a cluster of 2 separate species, C15H33N5O11P in total at a distorted geometry, with wB97M-V/def2-TZVPD.

Cartesian coordinates (Å):
O (-1.267, 5.895, 0.236)
O (-5.318, 2.935, -0.137)
O (4.860, -1.008, 0.027)
O (0.454, -5.876, 0.548)
O (1.072, -3.714, -0.001)
O (-1.918, -5.740, -0.733)
O (1.559, -4.211, -3.614)
O (-0.019, -6.073, -2.617)
O (5.975, -2.607, -1.495)
O (6.152, -2.904, 1.023)
O (3.821, -3.284, -0.078)
C (-1.720, 5.665, 1.350)
C (-4.745, 3.537, 0.757)
C (2.298, 1.142, -0.446)
N (2.244, -0.017, 0.137)
N (-5.478, 3.918, 1.813)
N (1.218, 1.866, -0.682)
N (-2.601, 4.689, 1.599)
N (3.486, 1.544, -0.789)
C (-1.262, 6.484, 2.534)
C (-5.140, 4.681, 3.017)
C (3.088, -3.240, -1.314)
C (-0.047, -4.570, 0.262)
C (-0.170, 1.521, -0.307)
C (-1.001, 2.792, -0.125)
C (1.805, -4.073, -1.192)
C (-1.044, -4.615, -0.917)
C (0.893, -3.844, -2.405)
C (-0.368, -4.714, -2.304)
C (-2.421, 2.523, 0.406)
C (-3.234, 3.828, 0.579)
P (5.199, -2.444, -0.137)
H (1.198, -5.795, 1.169)
H (-1.387, -6.474, -0.362)
H (1.386, -5.167, -3.759)
H (-0.825, -6.623, -2.572)
H (6.802, -2.149, -1.306)
H (5.613, -2.772, 1.811)
H (3.117, -0.514, 0.281)
H (1.365, -0.417, 0.402)
H (-6.445, 3.643, 1.720)
H (1.352, 2.750, -1.146)
H (-2.896, 4.575, 2.555)
H (4.264, 0.922, -0.593)
H (3.631, 2.425, -1.245)
H (-0.563, 7.244, 2.186)
H (-2.121, 6.972, 2.992)
H (-0.768, 5.840, 3.258)
H (-4.399, 4.148, 3.614)
H (-4.772, 5.673, 2.747)
H (-6.038, 4.811, 3.625)
H (3.692, -3.644, -2.135)
H (2.827, -2.208, -1.568)
H (-0.582, -4.196, 1.143)
H (-0.622, 0.901, -1.084)
H (-0.179, 0.971, 0.636)
H (-0.465, 3.419, 0.586)
H (-1.067, 3.318, -1.079)
H (2.100, -5.128, -1.158)
H (-1.630, -3.691, -0.897)
H (0.607, -2.788, -2.445)
H (-1.084, -4.367, -3.056)
H (-2.932, 1.872, -0.306)
H (-2.361, 2.005, 1.365)
H (-3.191, 4.359, -0.375)

Computed properties:
LUMO level   -2.23 eV
Gap between HOMO and LUMO   9.49 eV
Largest force on an atom   2.66 eV/A
Charge   +1

Partial atomic charges computed with the Mulliken method, in multiples of e: -0.633 -0.667 -0.742 -0.625 -0.542 -0.646 -0.602 -0.656 -0.458 -0.519 -0.075 0.716 -0.085 0.779 -0.113 -0.138 -0.088 -0.049 -0.311 -1.298 -0.920 -0.988 0.121 -0.774 -0.569 0.290 -0.241 -0.392 -0.035 -1.085 0.361 0.704 0.342 0.379 0.424 0.396 0.357 0.367 0.241 0.106 0.279 0.243 0.139 0.254 0.153 0.341 0.342 0.339 0.334 0.289 0.347 0.486 0.413 0.352 0.280 0.416 0.361 0.273 0.449 0.447 0.460 0.376 0.489 0.360 0.448

Among the records above, which one has the highest charge?
C15H33N5O11P

Among the records above, which one has the lowest largest force on an atom?
C15H33BFN2O10